1.
Computed, not measured: a 7-piece molecular cluster, C25H68N4O7 overall at a distorted geometry, with ωB97M-V with the def2-TZVPD basis set.

Each line ends with the Löwdin spin population.
CARTESIAN COORDINATES (ANGSTROEM)
1 C -17.417 13.250 1.262  0.114
2 C -18.419 12.161 1.501  0.116
3 C -17.901 11.112 2.467  0.008
4 O -16.633 10.543 2.238  0.002
5 C -16.577 9.240 2.617  0.000
6 N -19.619 12.773 1.993  0.622
7 H -16.506 12.868 0.801  0.020
8 H -17.200 13.682 2.239  -0.001
9 H -17.671 14.095 0.621  -0.001
10 H -18.643 11.653 0.563  0.029
11 H -18.624 10.323 2.262  0.005
12 H -17.994 11.230 3.546  0.001
13 H -16.983 9.204 3.628  0.000
14 H -15.561 8.853 2.537  0.000
15 H -17.246 8.728 1.925  0.000
16 H -19.894 13.605 1.489  0.017
17 H -19.569 12.973 2.981  0.020
18 C -13.578 14.417 2.198  0.002
19 C -13.910 15.442 1.082  0.005
20 C -13.534 14.992 -0.397  0.000
21 O -12.195 14.389 -0.402  0.000
22 C -11.092 15.079 -0.985  0.000
23 N -15.302 15.807 1.098  0.036
24 H -13.689 13.391 1.847  0.001
25 H -14.184 14.520 3.098  0.000
26 H -12.509 14.482 2.398  0.000
27 H -13.394 16.314 1.482  0.004
28 H -13.588 15.810 -1.114  0.000
29 H -14.195 14.166 -0.662  0.000
30 H -10.165 14.518 -0.867  0.000
31 H -10.832 15.970 -0.414  0.000
32 H -11.280 15.563 -1.944  0.000
33 H -15.423 16.393 1.912  0.000
34 H -15.345 16.497 0.362  0.001
35 C -8.427 16.610 5.209  0.000
36 C -9.705 15.667 5.080  0.000
37 C -9.505 14.125 5.573  0.000
38 O -10.659 13.328 5.186  0.000
39 C -10.346 11.985 4.873  0.000
40 N -11.003 16.316 5.496  0.000
41 H -8.617 17.424 5.909  0.000
42 H -8.051 16.964 4.249  0.000
43 H -7.636 16.028 5.682  0.000
44 H -9.829 15.613 3.998  0.000
45 H -9.271 13.951 6.624  0.000
46 H -8.614 13.818 5.026  0.000
47 H -9.670 11.965 4.018  0.000
48 H -11.306 11.493 4.717  0.000
49 H -9.992 11.503 5.784  0.000
50 H -10.695 16.607 6.413  0.000
51 H -11.673 15.586 5.693  0.000
52 C -11.147 5.919 -2.314  0.000
53 C -11.858 7.256 -1.921  0.000
54 C -12.914 7.628 -2.995  0.000
55 O -12.176 8.077 -4.204  0.000
56 C -12.979 8.171 -5.380  0.000
57 N -12.606 7.225 -0.608  0.000
58 H -11.685 5.013 -2.035  0.000
59 H -10.167 5.903 -1.837  0.000
60 H -11.038 5.843 -3.396  0.000
61 H -11.061 8.000 -1.922  0.000
62 H -13.510 8.504 -2.738  0.000
63 H -13.540 6.834 -3.403  0.000
64 H -13.790 8.892 -5.277  0.000
65 H -13.359 7.182 -5.633  0.000
66 H -12.436 8.620 -6.211  0.000
67 H -12.725 8.208 -0.409  0.000
68 H -11.805 6.992 -0.039  0.000
69 C -12.052 10.826 1.179  0.000
70 C -13.268 10.906 0.272  0.000
71 C -13.010 10.834 -1.213  0.000
72 O -14.049 9.643 0.323  0.000
73 H -12.245 10.582 2.223  0.000
74 H -11.570 11.804 1.180  0.000
75 H -11.268 10.144 0.850  0.000
76 H -13.842 11.804 0.503  0.000
77 H -13.896 10.650 -1.820  0.000
78 H -12.240 10.189 -1.636  0.000
79 H -12.807 11.868 -1.494  0.000
80 H -14.293 9.467 1.234  0.000
81 C -10.380 12.064 -6.095  0.000
82 C -11.032 12.162 -4.660  0.000
83 C -12.534 11.682 -4.724  0.000
84 O -10.401 11.228 -3.768  0.000
85 H -10.902 12.635 -6.862  0.000
86 H -10.350 11.038 -6.462  0.000
87 H -9.371 12.470 -6.017  0.000
88 H -10.803 13.132 -4.220  0.000
89 H -13.087 12.351 -5.384  0.000
90 H -12.970 11.948 -3.761  0.000
91 H -12.686 10.646 -5.027  0.000
92 H -10.786 10.393 -4.043  0.000
93 C -6.302 9.966 0.669  0.000
94 C -7.653 9.169 0.844  0.000
95 C -8.675 9.441 -0.318  0.000
96 O -7.263 7.850 0.768  0.000
97 H -5.783 9.490 -0.163  0.000
98 H -5.709 10.013 1.582  0.000
99 H -6.431 11.026 0.449  0.000
100 H -8.160 9.444 1.768  0.000
101 H -8.059 9.461 -1.217  0.000
102 H -9.138 10.410 -0.130  0.000
103 H -9.544 8.783 -0.325  0.000
104 H -6.419 7.831 1.225  0.000

Summary:
Charge ... +1
Expectation value of S² ... 0.75
HOMO-LUMO gap (alpha / beta) ... 8.097 / 2.509 eV
2S+1 ... 2


2.
Computed, not measured: C25H71Br4O28P7 as an isolated structure at a distorted geometry, with ωB97M-V with the def2-TZVPD basis set.

Each line ends with the Löwdin spin population.
CARTESIAN COORDINATES (ANGSTROEM)
1 Br -5.580 21.230 -22.641  0.002
2 C -4.700 20.445 -24.300  0.000
3 C -5.725 19.834 -25.281  0.043
4 Br -4.693 19.217 -26.834  0.428
5 H -3.932 19.777 -23.911  0.000
6 H -4.305 21.317 -24.821  0.000
7 H -6.373 20.608 -25.693  0.006
8 H -6.423 19.102 -24.874  0.012
9 Br -3.224 20.875 -29.196  0.463
10 C -4.197 19.806 -30.560  0.025
11 C -4.190 18.281 -30.095  0.003
12 Br -5.220 16.982 -31.274  0.002
13 H -3.831 19.960 -31.575  0.012
14 H -5.132 20.337 -30.741  0.002
15 H -4.716 18.137 -29.152  0.000
16 H -3.249 17.742 -29.987  0.000
17 C -0.258 17.327 -20.941  0.000
18 O 0.479 16.946 -22.066  0.000
19 P 0.765 18.010 -23.306  0.000
20 O 0.380 19.400 -22.946  0.000
21 O 2.301 17.747 -23.595  0.000
22 C 2.674 16.494 -24.142  0.000
23 O -0.012 17.422 -24.608  0.000
24 C -1.329 17.904 -24.937  0.000
25 H 0.194 17.612 -19.992  0.000
26 H -0.856 16.474 -20.619  0.000
27 H -1.132 17.945 -21.145  0.000
28 H 3.741 16.476 -24.363  0.000
29 H 2.235 16.184 -25.091  0.000
30 H 2.510 15.764 -23.349  0.000
31 H -1.494 18.288 -25.943  0.000
32 H -1.684 18.730 -24.320  0.000
33 H -1.958 17.041 -24.721  0.000
34 C -7.510 21.883 -19.454  0.000
35 O -7.704 21.722 -18.018  0.000
36 P -6.666 20.842 -17.149  0.000
37 O -5.375 20.553 -17.821  0.000
38 O -6.435 21.704 -15.742  0.000
39 C -7.413 22.682 -15.296  0.000
40 O -7.531 19.555 -16.786  0.000
41 C -7.480 18.377 -17.594  0.000
42 H -6.543 21.542 -19.825  0.000
43 H -7.899 22.863 -19.729  0.000
44 H -8.164 21.074 -19.782  0.000
45 H -7.282 23.050 -14.279  0.000
46 H -8.378 22.178 -15.240  0.000
47 H -7.407 23.551 -15.954  0.000
48 H -8.377 17.801 -17.820  0.000
49 H -6.791 17.677 -17.121  0.000
50 H -6.881 18.586 -18.480  0.000
51 C -7.392 19.839 -33.039  0.000
52 O -7.038 20.865 -32.046  0.000
53 P -7.944 22.065 -31.464  0.000
54 O -9.389 21.662 -31.343  0.000
55 O -7.148 22.368 -30.062  0.000
56 C -7.805 21.985 -28.889  0.000
57 O -7.581 23.237 -32.484  0.000
58 C -8.595 23.829 -33.290  0.000
59 H -7.906 19.119 -32.402  0.000
60 H -6.651 19.371 -33.688  0.000
61 H -8.073 20.314 -33.744  0.000
62 H -7.087 21.983 -28.069  0.000
63 H -8.275 21.012 -29.031  0.000
64 H -8.559 22.716 -28.596  0.000
65 H -8.414 24.893 -33.442  0.000
66 H -9.552 23.452 -32.929  0.000
67 H -8.512 23.415 -34.294  0.000
68 C -6.404 16.236 -23.744  0.000
69 O -5.541 15.559 -22.769  0.000
70 P -4.196 16.074 -22.093  0.000
71 O -3.684 17.329 -22.785  0.000
72 O -4.543 16.405 -20.482  0.000
73 C -4.202 17.689 -19.959  0.000
74 O -3.276 14.729 -21.872  0.000
75 C -3.690 13.513 -21.515  0.000
76 H -6.590 17.298 -23.587  0.000
77 H -7.423 15.856 -23.668  0.000
78 H -6.040 16.157 -24.768  0.000
79 H -3.244 18.004 -20.373  0.000
80 H -4.053 17.639 -18.881  0.000
81 H -4.981 18.426 -20.155  0.000
82 H -2.810 12.903 -21.311  0.000
83 H -4.114 13.066 -22.414  0.000
84 H -4.586 13.623 -20.905  0.000
85 C -11.004 19.107 -28.893  0.000
86 O -10.475 18.644 -27.681  0.000
87 P -8.950 19.055 -27.254  0.000
88 O -7.881 18.776 -28.212  0.000
89 O -9.015 20.605 -26.769  0.000
90 C -9.767 21.137 -25.676  0.000
91 O -8.743 18.245 -25.865  0.000
92 C -9.065 16.882 -25.688  0.000
93 H -10.285 19.237 -29.703  0.000
94 H -11.732 19.885 -28.663  0.000
95 H -11.567 18.229 -29.212  0.000
96 H -10.226 20.280 -25.183  0.000
97 H -10.550 21.809 -26.027  0.000
98 H -9.159 21.573 -24.883  0.000
99 H -9.675 16.746 -24.795  0.000
100 H -8.131 16.342 -25.533  0.000
101 H -9.573 16.494 -26.570  0.000
102 C -12.365 16.249 -22.876  0.000
103 O -11.248 16.827 -22.415  0.000
104 P -11.116 18.480 -22.109  0.000
105 O -11.500 19.271 -23.315  0.000
106 O -12.022 18.723 -20.792  0.000
107 C -11.419 18.381 -19.561  0.000
108 O -9.549 18.512 -21.620  0.000
109 C -8.610 19.158 -22.428  0.000
110 H -13.260 16.773 -23.211  0.000
111 H -12.821 15.688 -22.060  0.000
112 H -12.049 15.566 -23.664  0.000
113 H -10.993 17.397 -19.364  0.000
114 H -12.222 18.366 -18.824  0.000
115 H -10.658 19.087 -19.228  0.000
116 H -8.938 19.328 -23.453  0.000
117 H -7.819 18.409 -22.468  0.000
118 H -7.989 20.030 -22.222  0.000
119 C -1.013 22.573 -24.190  0.000
120 O -0.883 23.751 -24.850  0.000
121 P -2.098 24.848 -25.029  0.000
122 O -2.785 25.049 -23.729  0.000
123 O -1.412 26.156 -25.709  0.000
124 C -0.257 26.721 -25.146  0.000
125 O -2.935 24.188 -26.203  0.000
126 C -2.267 23.953 -27.413  0.000
127 H -2.053 22.309 -24.002  0.000
128 H -0.454 22.602 -23.254  0.000
129 H -0.476 21.839 -24.791  0.000
130 H 0.617 26.076 -25.233  0.000
131 H -0.341 26.866 -24.069  0.000
132 H 0.153 27.619 -25.607  0.000
133 H -2.713 24.522 -28.229  0.000
134 H -2.498 22.895 -27.544  0.000
135 H -1.186 24.043 -27.516  0.000

Summary:
Charge ... +1
Expectation value of S² ... 0.76
HOMO-LUMO gap (alpha / beta) ... 9.151 / 3.491 eV
2S+1 ... 2